# H24O12

12 unconnected molecules or ions with the total composition H24O12 (the ωB97M-V functional and the def2-TZVPD basis, the OMol25 dataset).

```
! wB97M-V def2-TZVPD RIJCOSX def2/J DEFGRID3
* xyz 0 1
H 4.1345 -1.6491 1.1848
O 3.5968 -1.1118 1.7774
H 0.4891 -2.7595 -1.8441
O -2.5389 1.8826 -0.1715
H -2.1597 1.3991 -0.9140
H 1.2915 -0.7360 -1.0959
H -4.6506 -2.4103 -0.5720
H -2.4077 2.8089 -0.4033
O -1.6814 -1.4166 1.3421
O -4.9798 -1.5048 -0.5966
H -1.2358 1.4196 2.4580
H 0.9423 -0.9376 2.3288
O 0.7921 3.8072 -2.8998
H -0.5441 2.0907 3.6333
O 0.5778 -0.0852 2.0651
O -2.1119 -1.9111 -1.3483
H -1.7264 -2.4532 -2.0457
H 0.8535 3.8297 0.4462
H 4.3396 -1.4849 -0.5884
H 1.8896 -3.3202 -1.6586
O 0.8462 0.1142 -1.0067
H -0.1435 4.0085 -2.7853
O 4.5448 -0.7104 -1.1241
H 5.4538 -0.4951 -0.8866
O 1.4196 -2.5184 -1.9142
H -0.0720 2.6475 0.2101
H -2.6063 -1.4782 1.6062
H -0.0903 -0.1125 -0.9867
H -1.2508 -2.1290 1.8280
H -4.1886 -0.9712 -0.7319
O -0.0703 3.5628 0.5122
H -0.0813 0.1073 2.7415
H 3.5052 -1.6550 2.5683
O -0.4276 1.8865 2.6985
H -2.9478 -2.3470 -1.1475
H 1.2384 4.6325 -2.6791
*
```

As for the LUMO energy: -0.15 eV. As for the frontier orbital gap: 9.47 eV. Its total energy is -917.1693 Eh. The SMILES is O.O.O.O.O.O.O.O.O.O.O.O. The value obtained for the molar mass is 216.2 g/mol. The calculation puts the highest occupied orbital energy at -9.61 eV.